(1)
A structure of composition C3H5N3OS at a distorted geometry. Source: the Open Molecules 2025 dataset; level of theory: the ωB97M-V functional and the def2-TZVPD basis.

Structure (XYZ):
```
13
Properties=species:S:1:pos:R:3:nbo_charge:R:1
C -0.997 1.132 -0.986 -0.1585
C -1.558 -0.134 -0.406 0.1787
C 1.572 -1.804 -0.001 -0.1408
H 1.090 2.162 1.367 0.3973
H -0.099 0.704 1.563 0.3524
H -1.216 1.606 -2.107 0.2594
H 1.008 -2.735 0.421 0.1844
H 2.813 -2.017 0.328 0.2383
N 0.244 1.778 0.893 -0.6667
N -0.039 1.959 -0.493 -0.1252
N 0.811 -0.810 -0.507 -0.1361
O -0.512 -1.221 -0.276 -0.4025
S -3.117 -0.618 0.203 0.0194
```

Calculated values
Energy above the lowest of the compared OMol25 structures with the same formula, charge and spin, kcal/mol: 199.8
Calculated total energy, eV: -20536.993
Frontier orbital gap, eV: 7.95

(2)
A cluster of 11 separate species, C11H44O11 in total at a distorted geometry. Source: the Open Molecules 2025 dataset; level of theory: the ωB97M-V functional and the def2-TZVPD basis.

Structure (XYZ):
```
66
Properties=species:S:1:pos:R:3:nbo_charge:R:1
C -2.755 0.059 3.198 -0.2390
O -2.239 0.704 4.329 -0.7339
H -2.202 0.264 2.337 0.1728
H -2.591 -0.988 3.317 0.1524
H -3.776 0.338 2.942 0.1717
H -1.356 1.018 4.241 0.4762
C -3.111 -2.430 -1.120 -0.2484
O -3.847 -1.278 -1.626 -0.7609
H -2.132 -2.088 -0.836 0.1733
H -3.812 -2.858 -0.420 0.1842
H -2.951 -3.214 -1.872 0.1814
H -4.470 -0.911 -1.002 0.4760
C 3.693 -4.616 -1.262 -0.2352
O 4.537 -3.721 -1.929 -0.7415
H 4.254 -5.215 -0.533 0.1660
H 3.000 -4.072 -0.730 0.1705
H 3.237 -5.221 -1.957 0.1553
H 4.103 -2.904 -2.202 0.4827
C -0.163 -3.547 0.605 -0.2533
O 1.147 -2.948 0.694 -0.7766
H -0.650 -3.643 1.579 0.1702
H -0.854 -2.867 0.077 0.1724
H -0.208 -4.507 0.123 0.1743
H 1.585 -3.361 1.468 0.5079
C -0.953 0.812 -3.325 -0.2685
O -2.174 1.191 -2.687 -0.7562
H -0.387 0.027 -2.887 0.1590
H -1.046 0.492 -4.376 0.1609
H -0.395 1.748 -3.366 0.2196
H -2.823 0.485 -2.935 0.4919
C 1.050 0.454 0.206 -0.2615
O 2.125 -0.417 0.668 -0.7787
H 0.575 0.989 1.048 0.1949
H 1.536 1.140 -0.449 0.1661
H 0.440 -0.126 -0.409 0.1711
H 1.710 -1.252 0.632 0.4933
C -4.234 2.459 -0.114 -0.2380
O -2.935 2.805 -0.504 -0.7629
H -4.509 1.379 -0.188 0.1426
H -4.282 2.788 0.902 0.1891
H -4.997 3.003 -0.703 0.1619
H -2.774 2.492 -1.421 0.5107
C 4.026 1.113 -2.139 -0.2467
O 3.631 -0.281 -2.001 -0.7701
H 3.282 1.494 -2.848 0.1520
H 3.905 1.630 -1.156 0.1720
H 5.068 1.149 -2.431 0.1913
H 3.275 -0.419 -1.111 0.4935
C -1.399 4.272 1.991 -0.2503
O -1.327 2.872 1.647 -0.7697
H -1.547 4.368 3.091 0.1800
H -0.539 4.859 1.772 0.1550
H -2.178 4.688 1.359 0.1747
H -1.538 2.727 0.738 0.4968
C 1.206 4.152 -1.543 -0.2614
O 1.075 3.153 -2.589 -0.7458
H 0.171 4.552 -1.326 0.1944
H 1.652 3.731 -0.575 0.1747
H 1.850 4.978 -1.948 0.1741
H 1.792 2.575 -2.643 0.4661
C 1.992 -2.281 3.991 -0.2614
O 2.621 -3.051 2.964 -0.7393
H 1.168 -2.917 4.424 0.1857
H 2.795 -2.077 4.702 0.1805
H 1.509 -1.331 3.639 0.1806
H 3.148 -2.421 2.478 0.4795
```

Calculated values
Energy above the lowest of the compared OMol25 structures with the same formula, charge and spin, kcal/mol: 79.1
Calculated total energy, eV: -34636.972
Frontier orbital gap, eV: 10.31
SMILES: CO.CO.CO.CO.CO.CO.CO.CO.CO.CO.CO

(3)
A cluster of 2 separate species, C2H5NS in total at a distorted geometry. Source: the Open Molecules 2025 dataset; level of theory: the ωB97M-V functional and the def2-TZVPD basis.

Structure (XYZ):
```
9
Properties=species:S:1:pos:R:3:nbo_charge:R:1
C -2.127 -1.396 -0.105 -0.0457
C 1.550 -0.287 -1.076 -0.5046
N -1.559 -1.216 1.007 -0.5946
S 2.300 0.452 0.062 0.1359
H -3.169 -1.691 -0.376 0.1580
H -1.417 -1.130 -0.885 0.1483
H 0.453 -0.387 -1.221 0.1827
H 2.167 -0.871 -1.786 0.1847
H -2.088 -1.254 1.833 0.3353
```

Calculated values
Energy above the lowest of the compared OMol25 structures with the same formula, charge and spin, kcal/mol: 54.8
Calculated total energy, eV: -14477.961
Frontier orbital gap, eV: 8.61
SMILES: C=N.C=S

(4)
A structure of composition C34H36AuIN5O. Source: the Open Molecules 2025 dataset; level of theory: the ωB97M-V functional and the def2-TZVPD basis.

Structure (XYZ):
```
78
Properties=species:S:1:pos:R:3:nbo_charge:R:1
Au -0.031 -0.132 -0.322 1.1805
C 3.724 -0.581 -2.544 -0.6440
C 3.816 -1.308 -1.231 -0.0428
C 4.672 -2.396 -1.081 -0.1860
C 4.760 -3.075 0.124 -0.1753
C 3.989 -2.680 1.208 -0.1969
C 3.117 -1.603 1.104 -0.0542
C 2.264 -1.181 2.268 -0.6401
C 3.059 -0.934 -0.119 0.1339
N 2.136 0.156 -0.267 -0.4875
C 2.533 1.368 -0.209 0.3451
C 3.915 1.806 0.126 -0.7093
C 1.486 2.415 -0.516 0.3554
C 1.925 3.792 -0.876 -0.7089
N 0.276 2.015 -0.483 -0.4705
C -0.821 2.898 -0.768 0.0497
C -1.354 2.876 -2.059 -0.0133
C -0.745 2.035 -3.145 -0.6385
C -2.457 3.685 -2.307 -0.2022
C -3.002 4.472 -1.302 -0.1637
C -2.447 4.469 -0.032 -0.2084
C -1.340 3.677 0.264 -0.0198
C -0.727 3.684 1.637 -0.6488
H 4.069 -1.218 -3.355 0.2527
H 4.356 0.311 -2.551 0.2309
H 2.704 -0.268 -2.773 0.2129
H 5.276 -2.709 -1.923 0.2408
H 5.435 -3.915 0.221 0.2459
H 4.074 -3.204 2.151 0.2309
H 2.630 -1.645 3.184 0.2389
H 1.224 -1.490 2.122 0.2076
H 2.262 -0.099 2.409 0.2150
H 4.497 0.989 0.546 0.2660
H 3.878 2.637 0.832 0.2594
H 4.428 2.171 -0.767 0.2735
H 2.754 3.747 -1.582 0.2641
H 2.290 4.316 0.011 0.2685
H 1.108 4.365 -1.306 0.2678
H 0.273 2.356 -3.380 0.2273
H -1.330 2.109 -4.059 0.2517
H -0.694 0.977 -2.867 0.2055
H -2.883 3.705 -3.302 0.2396
H -3.856 5.100 -1.514 0.2440
H -2.870 5.096 0.743 0.2347
H -1.435 4.082 2.362 0.2355
H 0.158 4.325 1.673 0.2308
H -0.428 2.682 1.952 0.2172
C -4.501 0.281 -0.439 -0.2401
C -3.132 0.562 -0.352 0.0923
N -2.212 -0.384 -0.442 -0.5320
C -2.600 -1.675 -0.604 0.1984
C -3.946 -2.042 -0.698 -0.0963
C -4.908 -1.015 -0.615 -0.0880
C -4.294 -3.422 -0.885 -0.1561
C -3.337 -4.369 -0.969 -0.1630
C -1.947 -4.020 -0.881 -0.0836
C -0.913 -4.971 -0.997 -0.0876
C 0.392 -4.559 -0.936 -0.2246
C 0.672 -3.201 -0.745 0.0942
N -0.282 -2.294 -0.618 -0.5365
C -1.581 -2.684 -0.697 0.2037
H -5.210 1.094 -0.377 0.2579
H -2.784 1.577 -0.214 0.2415
H -5.960 -1.262 -0.693 0.2522
H -5.340 -3.684 -0.969 0.2489
H -3.598 -5.409 -1.117 0.2510
H -1.160 -6.015 -1.138 0.2531
H 1.211 -5.255 -1.043 0.2588
H 1.694 -2.849 -0.702 0.2347
N -2.065 -1.489 3.443 -0.7834
C -1.319 -0.385 3.524 0.6486
O -0.815 0.203 2.587 -0.5831
C -0.970 0.230 4.886 -0.6507
I -2.060 -0.297 6.646 0.9303
H -2.241 -1.876 2.528 0.4302
H -2.480 -1.953 4.233 0.4153
H -1.043 1.315 4.835 0.2967
H 0.059 -0.031 5.153 0.3017
```

Calculated values
Multiplicity: 3
<S²>: 2.01
Energy above the lowest of the compared OMol25 structures with the same formula, charge and spin, kcal/mol: 0.0
Calculated total energy, eV: -57108.537
Charge: +3
Frontier orbital gap (spin up / spin down), eV: 6.35 / 2.58